1.
A molecular structure, C14H32MnO4P2 in a non-equilibrium geometry. Source: the OMol25 dataset; level of theory: ωB97M-V/def2-TZVPD.

The energy is -73108.6797 eV. For the frontier orbital gap (spin up / spin down), the calculation gives 9.0 / 9.5 eV. Its charge is +2. As for the spin multiplicity: 2. Its expectation value of S² is 1.002.

```
53
Properties=species:S:1:pos:R:3:forces:R:3:nbo_charge:R:1
Mn -0.078 -0.121 0.042 -0.86 -0.54 -0.29 1.036
C -2.476 -2.355 -0.728 -0.08 -0.31 0.26 -0.087
C -2.390 -2.428 0.825 -0.02 -0.32 -0.45 -0.087
O -1.416 -1.509 1.321 0.50 0.85 -0.35 -0.579
C -1.759 -0.765 2.486 -0.04 0.58 0.28 -0.080
C -2.401 0.579 2.129 -0.04 -0.51 0.23 -0.096
O -1.533 1.276 1.232 0.52 -0.42 -0.13 -0.596
C -2.116 2.446 0.653 0.06 0.26 -0.51 -0.097
C -1.586 2.609 -0.794 0.16 0.16 0.52 -0.087
O -1.279 1.353 -1.386 0.22 -0.80 0.09 -0.574
C -2.364 0.668 -2.022 0.06 -0.45 -0.14 -0.098
C -1.851 -0.726 -2.404 -0.06 0.55 -0.27 -0.084
O -1.476 -1.477 -1.250 0.57 0.60 0.32 -0.584
H -3.469 -2.015 -1.038 0.13 0.05 0.04 0.198
H -2.304 -3.351 -1.155 -0.11 0.22 0.09 0.216
H -2.080 -3.434 1.127 -0.09 0.19 0.01 0.215
H -3.371 -2.220 1.260 0.14 0.04 -0.02 0.204
H -0.809 -0.595 3.002 -0.20 -0.04 0.07 0.199
H -2.428 -1.335 3.137 0.11 0.06 -0.04 0.227
H -2.554 1.174 3.037 -0.03 -0.13 -0.09 0.221
H -3.373 0.412 1.644 0.13 0.10 0.03 0.190
H -1.839 3.323 1.249 -0.13 -0.10 -0.12 0.219
H -3.205 2.358 0.655 0.05 -0.12 0.06 0.199
H -0.639 3.158 -0.793 -0.20 -0.04 0.00 0.209
H -2.314 3.156 -1.405 0.16 -0.05 0.11 0.221
H -2.667 1.216 -2.923 0.01 -0.09 0.15 0.223
H -3.220 0.582 -1.343 0.02 0.05 -0.02 0.185
H -0.935 -0.619 -2.996 -0.22 -0.02 -0.04 0.202
H -2.599 -1.263 -2.994 0.10 0.05 0.04 0.226
C 2.350 -0.883 3.178 -0.46 -0.15 -0.21 -0.920
P 1.869 -0.053 1.621 0.54 0.52 -0.29 0.849
C 1.932 1.720 2.098 -0.14 -0.26 -0.13 -0.928
C 3.438 -0.234 0.656 -0.27 -0.11 -0.03 -0.700
C 3.358 0.380 -0.739 -0.31 0.03 -0.10 -0.698
P 1.803 -0.080 -1.636 0.71 -0.03 0.38 0.851
C 2.158 -1.811 -2.123 -0.26 0.22 0.18 -0.930
C 2.032 0.818 -3.213 -0.42 0.01 0.28 -0.921
H 3.319 -0.505 3.507 -0.03 0.05 -0.09 0.263
H 2.420 -1.958 3.023 0.01 -0.03 0.04 0.260
H 1.617 -0.688 3.959 -0.02 -0.02 0.04 0.253
H 2.914 1.962 2.506 -0.01 0.02 -0.02 0.259
H 1.177 1.917 2.858 -0.05 0.06 0.00 0.253
H 1.727 2.346 1.227 0.05 0.03 0.09 0.234
H 3.655 -1.304 0.589 0.01 0.04 0.04 0.247
H 4.247 0.231 1.230 -0.10 -0.12 -0.01 0.261
H 4.208 0.059 -1.352 -0.08 0.10 0.07 0.260
H 3.388 1.472 -0.680 0.00 -0.05 -0.03 0.245
H 3.140 -1.865 -2.596 -0.01 -0.01 0.02 0.259
H 1.406 -2.155 -2.831 -0.03 -0.08 -0.01 0.254
H 2.133 -2.458 -1.246 0.04 -0.06 -0.06 0.243
H 3.019 0.595 -3.620 -0.01 -0.04 0.07 0.262
H 1.944 1.891 -3.050 -0.01 0.03 -0.03 0.257
H 1.277 0.510 -3.934 -0.02 0.03 -0.05 0.252
```
Positions in Å, forces in eV/Å.



2.
A molecular structure, C14H32N6O6RhS in a non-equilibrium geometry. Source: the OMol25 dataset; level of theory: ωB97M-V/def2-TZVPD.

The energy is -50089.1897 eV. For the frontier orbital gap (spin up / spin down), the calculation gives 5.6 / 4.4 eV. Its charge is +1. As for the spin multiplicity: 5. Its expectation value of S² is 6.064.

```
60
Properties=species:S:1:pos:R:3:forces:R:3:lowdin_spin:R:1
O 0.078 -1.302 -4.550 0.02 -0.44 -0.32 0.487
H -0.222 -1.703 -5.381 -0.50 0.17 0.06 0.006
Rh -0.328 -0.026 -1.481 2.31 -0.50 1.92 0.330
N 1.236 -1.045 -2.107 -0.67 0.20 0.33 0.189
N -0.979 -1.852 -1.095 0.07 0.30 -0.25 0.238
N 0.648 1.693 -1.399 -1.51 0.83 0.67 0.062
N -1.625 1.002 -0.342 1.37 1.43 -0.34 0.107
O 2.344 -0.568 -2.421 0.10 -0.23 -0.10 0.382
O 1.811 2.019 -1.983 0.45 -0.16 -0.38 0.010
O -2.608 0.447 0.391 -0.47 -0.87 0.23 0.032
O -2.011 -2.117 -0.405 0.06 -0.07 -0.12 0.305
C -0.182 -2.842 -1.593 0.49 0.10 -0.43 0.038
C 1.034 -2.400 -2.150 -0.58 -0.50 0.07 0.115
C 0.020 2.636 -0.696 0.93 -0.33 -0.76 0.114
C -1.217 2.234 -0.055 -0.39 -1.48 0.23 0.078
C 2.070 -3.179 -2.875 0.05 -0.54 0.07 0.017
H 2.121 -2.800 -3.905 0.11 -0.02 0.27 0.007
H 1.815 -4.241 -2.914 0.12 0.19 0.04 0.000
H 3.059 -3.061 -2.408 -0.33 0.00 -0.21 0.005
C -0.664 -4.247 -1.545 0.22 -0.36 -0.06 0.000
H -1.657 -4.348 -2.005 0.24 0.14 0.13 0.000
H -0.746 -4.602 -0.509 0.03 0.05 -0.25 0.001
H 0.044 -4.875 -2.096 -0.29 -0.04 0.25 0.000
C 0.602 4.010 -0.584 -0.29 0.38 0.07 0.018
C -1.875 3.020 1.024 -0.17 0.67 0.20 0.011
H 1.284 4.231 -1.414 -0.21 -0.22 0.28 0.001
H 1.148 4.159 0.361 -0.12 -0.09 -0.25 0.007
H -0.218 4.735 -0.614 0.20 0.00 0.09 0.004
H -2.449 2.393 1.710 0.14 -0.07 -0.27 0.000
H -2.575 3.760 0.619 0.05 -0.08 -0.02 0.005
H -1.142 3.584 1.610 0.00 -0.08 -0.13 0.002
H 2.122 1.188 -2.466 -0.39 0.47 0.36 -0.001
H -2.535 -0.549 0.190 -0.10 0.73 -0.16 0.000
C -1.346 0.087 -3.116 -2.71 1.15 0.53 0.391
H -0.821 -0.550 -3.988 0.54 -0.60 -0.62 0.083
H -1.487 1.155 -3.345 0.49 -0.33 -0.57 0.031
H -2.356 -0.304 -2.889 0.38 -0.31 -0.62 0.022
O 1.751 0.691 -4.772 -1.05 -0.36 -0.39 0.005
H 1.063 -0.052 -4.911 1.24 1.46 0.34 -0.001
H 1.389 1.502 -5.165 0.15 -0.52 0.08 0.000
C -1.780 -1.351 2.974 -0.07 -0.03 -0.12 0.013
N -0.932 -0.222 3.315 1.12 0.64 -0.73 0.049
C -1.553 0.783 4.180 -0.16 0.09 0.38 0.005
C 0.291 -0.032 2.734 -0.37 -0.09 1.89 0.076
S 0.670 -0.716 1.204 -0.11 0.23 0.18 0.666
N 1.250 0.618 3.467 -0.55 -0.80 -0.58 0.026
C 1.364 0.317 4.907 -0.13 0.16 0.28 0.003
C 2.527 0.893 2.805 -0.06 0.19 -0.31 0.027
H -2.004 -1.909 3.894 0.08 0.08 -0.26 0.000
H -1.234 -1.973 2.260 -0.44 -0.11 0.15 0.008
H -2.717 -0.988 2.542 0.15 -0.19 -0.04 0.001
H -1.833 0.327 5.143 0.24 0.15 -0.21 0.003
H -0.887 1.639 4.353 -0.24 -0.38 -0.12 0.000
H -2.495 1.132 3.728 0.37 -0.12 -0.07 0.001
H 2.223 -0.334 5.104 -0.14 -0.02 -0.29 0.000
H 1.530 1.229 5.488 -0.16 -0.01 -0.18 0.001
H 0.460 -0.175 5.265 0.23 0.08 -0.04 0.000
H 2.842 0.015 2.226 0.25 0.16 0.21 0.017
H 2.410 1.736 2.115 0.15 -0.13 0.15 0.001
H 3.273 1.128 3.568 -0.15 -0.01 -0.25 0.002
```
Positions in Å, forces in eV/Å.



3.
A molecular structure, C14H32NO3P2SiTi in a non-equilibrium geometry. Source: the OMol25 dataset; level of theory: ωB97M-V/def2-TZVPD.

The energy is -72225.5750 eV. For the frontier orbital gap (spin up / spin down), the calculation gives 7.3 / 6.7 eV. Its charge is +2. As for the spin multiplicity: 2. Its expectation value of S² is 0.777.

```
54
Properties=species:S:1:pos:R:3:forces:R:3:nbo_charge:R:1
Ti 0.000 0.000 0.000 -2.50 -7.13 1.24 1.462
P 0.145 -0.106 -2.322 0.92 0.25 -2.87 0.807
C -0.164 1.644 -2.658 -1.44 0.13 0.53 -0.394
C -0.953 2.403 -1.680 1.08 -0.48 -1.70 0.147
N -0.984 1.904 -0.421 -0.12 0.26 1.03 -0.617
C -1.633 2.591 0.553 0.19 -0.38 0.30 0.272
C -2.307 3.785 0.290 0.32 -0.18 -0.63 -0.206
C -2.292 4.287 -1.016 0.27 -0.53 0.05 -0.084
C -1.603 3.592 -2.016 -0.29 0.34 0.67 -0.179
C -1.603 1.967 1.945 0.37 -0.17 -0.69 -0.712
P -0.112 0.814 2.163 -0.22 2.54 4.63 0.771
H -1.570 3.975 -3.025 0.06 -0.05 -0.05 0.258
H -2.828 4.311 1.076 0.03 -0.04 0.07 0.261
H -2.803 5.210 -1.249 -0.03 0.04 -0.02 0.262
H -1.591 2.736 2.718 0.01 -0.03 0.02 0.278
H -2.514 1.381 2.076 -0.08 -0.10 0.10 0.276
H 1.950 3.422 -2.692 2.43 1.17 0.55 0.463
H -0.175 1.956 -3.692 0.18 0.37 -0.12 0.242
H 3.865 2.361 -0.318 0.60 -1.63 2.20 0.493
O 2.834 3.774 -2.317 -1.39 -0.28 -1.54 -0.963
H 3.296 4.304 -3.032 -1.04 -1.00 1.09 0.504
H 1.412 -0.523 0.182 2.40 0.44 0.08 -0.135
O 4.128 1.714 0.447 -2.08 1.35 -1.14 -0.931
H 3.337 1.644 1.056 1.41 0.36 -1.22 0.448
C 1.185 2.034 2.780 -0.38 -0.54 -0.46 -0.884
H 0.823 2.563 3.661 -0.15 -0.12 -0.01 0.267
H 2.103 1.508 3.045 -0.07 -0.09 -0.02 0.269
H 1.412 2.768 2.006 -0.03 -0.01 -0.06 0.252
C -0.578 -0.143 3.715 0.19 0.06 -0.89 -0.868
H 0.266 -0.747 4.049 0.05 0.04 -0.14 0.273
H -0.859 0.539 4.516 0.06 0.19 -0.17 0.265
H -1.419 -0.805 3.505 0.06 0.01 -0.09 0.261
C -1.137 -1.025 -3.249 -0.08 0.04 0.09 -0.902
H -1.086 -0.798 -4.313 0.12 0.10 -0.02 0.273
H -1.002 -2.099 -3.119 0.15 0.00 0.12 0.279
H -2.131 -0.764 -2.888 0.01 0.05 0.05 0.263
C 1.776 -0.518 -3.043 -0.11 0.03 -0.03 -0.906
H 1.958 -1.589 -2.972 -0.15 -0.05 0.08 0.278
H 1.821 -0.234 -4.094 -0.12 0.04 -0.05 0.268
H 2.579 -0.009 -2.511 -0.10 0.08 0.10 0.279
C -2.008 -4.161 1.007 -0.13 0.52 -0.11 -1.139
Si -0.218 -3.680 0.790 0.05 -0.02 0.05 1.863
C 0.717 -4.029 2.367 0.15 0.53 0.00 -1.140
C 0.527 -4.657 -0.614 0.14 0.50 -0.26 -1.140
O -0.116 -1.952 0.419 -0.65 3.47 -0.81 -1.098
H -2.074 -5.244 1.240 -0.01 0.62 -0.12 0.271
H -2.563 -3.949 0.070 0.09 -0.22 0.57 0.242
H -2.449 -3.575 1.840 0.02 -0.44 -0.44 0.239
H 0.655 -5.112 2.601 0.05 0.62 -0.09 0.273
H 1.780 -3.739 2.237 -0.50 -0.24 0.26 0.250
H 0.273 -3.443 3.197 0.34 -0.43 -0.26 0.233
H -0.030 -4.443 -1.549 0.38 -0.30 0.36 0.233
H 1.590 -4.367 -0.743 -0.51 -0.32 -0.07 0.247
H 0.464 -5.741 -0.385 0.05 0.61 -0.18 0.274
```
Positions in Å, forces in eV/Å.



Question: Look up the energy of the second one.
Answer: -50089.1897 eV



Question: Which formula does entry 2 have?
Answer: C14H32N6O6RhS



Question: What is the formula in the third record?
Answer: C14H32NO3P2SiTi